P:
Computed, not measured: 2 unconnected molecules or ions with the total composition C11H12NO2, with ωB97M-V/def2-TZVPD.

CARTESIAN COORDINATES (ANGSTROEM)
C: 0.746 1.549 2.492
C: 0.536 0.940 0.022
C: 0.150 -1.233 0.068
C: 0.583 0.602 1.348
C: 0.388 -0.815 1.395
C: -0.080 -2.577 -0.237
C: -0.147 -3.471 0.808
C: 0.197 -1.730 2.440
C: -0.115 -3.044 2.137
N: 0.318 -0.153 -0.751
H: 0.088 -0.169 -1.759
H: 0.529 1.978 -0.272
H: -0.120 -2.889 -1.272
H: 1.180 1.081 3.376
H: -0.208 1.967 2.840
H: -0.343 -4.505 0.562
H: 0.456 -1.415 3.446
H: -0.314 -3.724 2.953
H: 1.372 2.388 2.192
C: -1.036 2.574 -2.669
C: -0.292 1.650 -3.654
O: -0.323 0.415 -3.373
O: 0.225 2.172 -4.653
H: -1.767 3.143 -3.250
H: -0.375 3.303 -2.193
H: -1.647 1.965 -1.996

- Kohn-Sham gap (eV) = 7.9
- HOMO level (Ha) = -0.170
- total charge = -1

***

Q:
Computed, not measured: 2 unconnected molecules or ions with the total composition C11H12NO2, with ωB97M-V/def2-TZVPD.

CARTESIAN COORDINATES (ANGSTROEM)
C: -2.865 -2.116 -1.595
C: -0.217 -0.868 0.688
C: -0.624 -1.364 -0.542
C: -2.074 -1.375 -0.543
C: -2.447 -1.032 0.723
C: 1.143 -0.689 0.950
C: 2.014 -0.949 -0.079
C: 1.601 -1.596 -1.266
C: 0.282 -1.948 -1.450
N: -1.309 -0.746 1.532
H: 1.441 -0.203 1.883
H: 3.074 -0.730 0.051
H: -1.242 -0.048 2.256
H: 2.352 -1.838 -1.999
H: -3.459 -0.919 1.076
H: 0.031 -2.612 -2.260
H: -3.943 -2.221 -1.575
H: -2.386 -3.055 -1.806
H: -2.664 -1.496 -2.474
C: 0.265 2.745 -0.671
C: 1.248 2.965 0.587
O: 2.344 3.495 0.331
O: 0.820 2.482 1.654
H: -0.537 3.541 -0.608
H: -0.040 1.711 -0.734
H: 0.845 2.931 -1.589

- Kohn-Sham gap (eV) = 7.0
- HOMO level (Ha) = -0.144
- total charge = -1

***

Energy comparison, zero being the most stable, in kJ/mol: P 0.0; Q 110.7.

***

P:
Computed, not measured: C4H7NOS2 in the gas phase, with ωB97M-V/def2-TZVPD.

CARTESIAN COORDINATES (ANGSTROEM)
C: -1.559 0.572 -1.589
C: -0.682 1.375 -0.678
C: 1.580 -0.976 0.348
C: 1.602 -1.241 1.819
H: -2.045 1.179 -2.343
H: -2.376 0.120 -1.024
H: -0.957 -0.172 -2.111
H: 0.111 1.893 -1.276
H: -1.288 2.057 -0.052
H: 2.385 -1.485 -0.232
H: -0.613 -0.608 1.873
N: 0.802 -0.201 -0.338
O: -0.080 0.572 0.359
S: 0.103 -1.330 2.740
S: 3.018 -1.754 2.504

- Kohn-Sham gap (eV) = 8.0
- SMILES = CCO/N=C\C(=S)S
- HOMO level (Ha) = -0.330

***

Q:
Computed, not measured: C4H7NOS2 in the gas phase, with ωB97M-V/def2-TZVPD.

CARTESIAN COORDINATES (ANGSTROEM)
C: 2.915 -0.466 0.457
C: 1.356 -0.310 0.092
C: -1.793 -0.605 0.763
C: -1.136 1.596 -0.246
H: 3.635 0.020 -0.258
H: 2.989 0.094 1.537
H: 2.982 -1.567 0.417
H: -2.936 -1.116 0.780
H: -1.293 -1.121 1.738
H: -0.940 2.621 0.090
H: -1.660 1.690 -1.252
N: 0.683 -1.400 0.026
O: -1.693 0.813 0.811
S: -0.975 -1.250 -0.684
S: 0.846 1.336 -0.323

- Kohn-Sham gap (eV) = 9.6
- SMILES = CC1=NSCOCS1
- HOMO level (Ha) = -0.328

***

Energy comparison, zero being the most stable, in kJ/mol: P 0.0; Q 56.4.

***

P:
Computed, not measured: a gas-phase ion, C6H8NS (charge +1), with ωB97M-V/def2-TZVPD.

CARTESIAN COORDINATES (ANGSTROEM)
C: -0.846 -2.140 -0.234
C: -1.656 -1.336 -1.018
C: -2.044 -0.158 -0.523
C: 0.059 0.468 1.292
C: 1.836 1.423 -0.061
C: 0.994 0.201 0.190
N: -0.219 -2.549 0.640
S: -1.577 0.697 0.974
H: -2.155 -1.805 -1.940
H: -2.932 0.300 -0.948
H: 0.400 0.755 2.235
H: 2.386 1.590 0.891
H: 1.201 2.187 -0.279
H: 2.493 1.082 -0.975
H: 1.709 -0.620 0.470
H: 0.351 -0.094 -0.714

- Kohn-Sham gap (spin up / spin down) (eV) = 8.4 / 8.4
- HOMO level (spin up / spin down) (Ha) = -0.551 / -0.551
- total charge = +1

***

Q:
Computed, not measured: 2 unconnected molecules or ions with the total composition C6H8NS, with ωB97M-V/def2-TZVPD.

CARTESIAN COORDINATES (ANGSTROEM)
C: 2.624 -1.151 -0.089
C: 1.241 -1.057 -0.042
C: 3.199 0.129 -0.061
C: 0.720 0.248 -0.020
C: -1.975 -0.098 -0.333
C: -0.517 0.403 -0.244
N: -1.605 1.336 -0.464
S: 2.065 1.447 0.077
H: 3.320 -1.961 -0.060
H: 0.662 -1.922 -0.167
H: 4.252 0.348 -0.146
H: -2.322 -0.595 -1.313
H: -2.563 -0.454 0.569
H: -0.502 -0.380 2.134
H: -1.852 1.935 -1.210
H: -0.029 0.034 1.684

- Kohn-Sham gap (eV) = 8.0
- HOMO level (Ha) = -0.515
- total charge = +1

***

Energy comparison, zero being the most stable, in kJ/mol: P 0.0; Q 133.8.